Record 1
{
  "formula": "C38H36N7OP2Se2Zr",
  "method": "wB97M-V/def2-TZVPD",
  "e_homo_ev": -14.23,
  "total_charge": 3,
  "e_tot_ev": -202998.15626,
  "multiplicity": 1,
  "e_above_lowest_kcal_mol": 0.0,
  "lumo_ha": -0.3539,
  "species": ["H", "H", "C", "O", "H", "H", "C", "H", "N", "C", "H", "H", "C", "H", "H", "H", "Se", "H", "C", "N", "H", "C", "N", "C", "C", "N", "H", "C", "H", "H", "H", "C", "C", "C", "H", "C", "C", "C", "H", "C", "C", "C", "C", "H", "N", "C", "C", "H", "C", "H", "P", "C", "H", "Se", "Zr", "C", "H", "C", "H", "C", "H", "H", "C", "N", "C", "C", "C", "C", "N", "H", "C", "P", "H", "H", "C", "H", "C", "H", "C", "C", "H", "H", "H", "H", "C", "C", "H"],
  "coordinates": [[-0.632, 2.706, -3.890], [-8.217, -3.862, 1.328], [-0.056, 2.790, -2.980], [2.247, 0.089, 1.044], [4.231, 0.226, 0.405], [-2.840, -5.522, 0.796], [-3.889, 0.352, 5.545], [-5.284, -0.254, 7.046], [-3.622, 0.284, -0.093], [0.837, -2.773, 0.609], [1.819, -2.332, 0.538], [-7.856, 0.931, 5.968], [-2.166, 4.476, 5.733], [-4.264, -2.480, 7.355], [-2.417, 6.491, 5.050], [2.591, -0.119, 1.927], [-6.874, 1.218, -0.086], [-2.288, -3.145, 6.032], [-2.523, 5.098, 3.424], [-0.527, -4.686, 0.940], [3.874, 2.287, 1.689], [-7.213, 1.374, 5.219], [0.507, 1.882, -0.833], [0.814, 3.850, -2.759], [-5.947, 3.257, 4.406], [-2.335, 0.375, -0.171], [-5.607, 4.278, 4.525], [-0.178, 1.831, -2.005], [-1.319, -1.581, 4.394], [2.285, 4.025, 0.948], [-5.100, 3.036, 2.449], [1.348, 2.928, -0.606], [-5.069, -2.041, 2.627], [-2.737, -2.172, 5.882], [2.999, 0.679, -0.779], [-2.475, 3.767, 3.052], [-1.601, -3.934, 0.657], [3.312, 0.789, 0.258], [-4.559, -3.904, 3.558], [-7.134, -2.013, 1.375], [-1.455, -2.549, 0.400], [-6.003, -1.357, 1.847], [-7.334, -3.353, 1.689], [-0.860, 0.999, -2.137], [-0.241, -1.994, 0.380], [-5.273, -3.376, 2.938], [-6.737, 2.667, 5.388], [1.518, -4.746, 1.117], [-2.284, 2.789, 4.032], [-2.615, 3.492, 2.013], [-2.166, 1.088, 3.567], [3.429, 2.228, 0.693], [0.937, 4.625, -3.504], [0.018, 0.603, 3.169], [0.083, 0.219, 0.610], [1.516, 3.911, -1.563], [-3.647, -4.027, 0.452], [-6.409, -4.031, 2.468], [-7.845, -1.476, 0.760], [2.092, 2.982, 0.700], [2.187, 4.734, -1.360], [-2.691, 5.862, 2.678], [-5.641, 2.551, 3.254], [-1.860, 0.712, 1.019], [-4.010, 0.548, 1.202], [-2.854, 0.803, 1.928], [-2.372, 5.449, 4.762], [-3.849, -1.794, 6.629], [-2.795, -4.527, 0.643], [-2.315, -1.927, 0.198], [-2.772, -0.030, 4.799], [-5.833, 0.412, 1.515], [-2.047, 4.759, 6.769], [-4.343, 1.326, 5.411], [-6.882, 0.653, 4.080], [-7.254, -0.355, 3.950], [-6.087, 1.240, 3.097], [-7.006, 3.230, 6.273], [0.662, -4.117, 0.906], [-2.117, 3.140, 5.374], [1.453, 2.609, 1.507], [-1.959, 2.382, 6.132], [4.136, 2.707, 0.011], [-6.576, -5.070, 2.720], [-2.193, -1.294, 4.964], [-4.422, -0.542, 6.461], [-4.201, -1.528, 3.026]]
}


Record 2
{
  "formula": "C43H52BIN7Y",
  "method": "wB97M-V/def2-TZVPD",
  "e_homo_ev": -5.99,
  "total_charge": 0,
  "e_tot_ev": -65690.55805,
  "multiplicity": 1,
  "e_above_lowest_kcal_mol": 0.0,
  "lumo_ha": 0.0121,
  "species": ["C", "H", "H", "C", "C", "C", "H", "C", "C", "H", "C", "H", "H", "C", "H", "C", "C", "H", "C", "H", "H", "H", "C", "H", "H", "C", "N", "C", "I", "H", "C", "N", "H", "C", "H", "H", "H", "N", "C", "N", "H", "Y", "C", "H", "H", "B", "C", "H", "H", "H", "H", "C", "C", "C", "C", "C", "C", "H", "H", "H", "C", "H", "C", "H", "H", "H", "H", "H", "H", "C", "C", "H", "H", "H", "C", "H", "C", "N", "H", "C", "N", "C", "C", "C", "H", "H", "H", "H", "C", "H", "C", "N", "C", "H", "H", "H", "C", "H", "C", "C", "C", "H", "C", "H", "H"],
  "coordinates": [[3.723, -2.708, -2.867], [-3.439, -6.300, -0.403], [2.086, -4.301, -0.323], [0.052, -4.387, 0.320], [4.565, 3.293, 1.439], [-2.155, -4.655, -0.035], [-4.866, 2.030, 0.104], [-2.310, -0.525, 3.830], [-0.942, -5.380, 0.036], [3.254, -3.838, -6.089], [1.932, 2.385, 0.284], [5.346, 4.010, -1.103], [0.295, 4.721, 1.092], [4.261, 3.808, -1.020], [-2.562, -0.184, 4.841], [-4.252, -1.079, -1.342], [2.268, 3.880, 0.538], [-2.237, 2.372, -2.576], [3.018, -3.448, -5.086], [-1.199, 6.390, 2.588], [-5.911, -1.785, -0.150], [-4.947, 2.178, 1.861], [-3.009, 2.631, 1.062], [-1.857, 0.960, 0.570], [1.733, 4.518, -0.195], [0.103, 0.411, 3.551], [-1.914, -3.362, 0.216], [1.356, -2.586, -3.486], [-0.689, -2.355, -3.144], [-6.272, -1.462, -1.884], [2.735, 1.571, 1.336], [-3.172, -1.335, -0.622], [1.843, -4.066, 1.451], [-3.987, -0.032, -2.267], [4.283, 3.579, 2.469], [-3.911, -4.815, -1.286], [-0.798, -6.456, -0.101], [-1.137, -0.893, 1.876], [3.779, 4.152, 0.405], [-0.481, -3.149, 0.390], [2.534, 0.490, 1.235], [0.118, -0.692, -0.193], [-4.295, 1.857, 1.037], [5.819, 1.675, -0.331], [1.945, 4.157, 1.563], [-2.983, -2.310, 0.574], [-1.812, 4.716, 1.374], [5.224, -2.187, 0.151], [-4.020, -2.834, 0.829], [-0.155, 1.432, 3.881], [3.026, -1.470, 0.740], [2.113, -1.767, -1.211], [3.955, 2.318, -1.277], [4.015, -3.228, -4.159], [-0.608, 4.098, 1.087], [-1.097, -0.340, 3.102], [2.360, -2.327, -2.487], [2.432, 1.849, 2.367], [4.629, 0.390, -0.475], [-1.381, 6.766, 0.850], [-3.141, -1.274, 2.935], [-1.718, 1.151, -3.775], [4.736, 1.457, -0.250], [4.260, 2.051, -2.302], [5.651, 3.490, 1.344], [5.785, -2.907, -2.239], [-4.581, -2.861, 3.136], [-3.957, 4.522, 1.575], [-4.116, 0.778, 1.114], [-3.527, -5.203, -0.330], [1.500, -4.639, 0.563], [4.772, 1.172, 1.931], [-5.358, -2.939, -1.415], [0.596, -0.088, 4.407], [-5.515, -1.872, -1.179], [-4.659, 0.428, -3.005], [4.253, 1.799, 1.184], [0.505, 1.900, 0.359], [-2.821, 6.539, 1.888], [-2.638, 0.324, -2.006], [-2.085, -0.440, -1.028], [1.683, -3.122, -4.741], [4.467, -2.214, -0.643], [-1.807, 1.354, -2.692], [-5.265, -1.326, 2.449], [-4.233, -4.953, 0.495], [0.870, -3.321, -5.448], [3.967, 5.225, 0.591], [-1.808, 2.035, 0.776], [3.739, 4.447, -1.770], [-4.547, -1.748, 3.185], [-2.500, -1.508, 1.813], [3.157, -1.787, -0.310], [1.896, 2.657, -1.909], [0.815, 0.476, 2.716], [1.666, -5.716, 0.717], [2.431, 2.057, -1.145], [2.254, 0.993, -1.391], [4.764, -2.649, -1.918], [-0.526, 2.680, 0.727], [-3.023, 3.997, 1.379], [-0.799, 1.358, -2.253], [-1.800, 6.182, 1.688], [5.070, -3.468, -4.368], [-4.814, -1.417, 4.206]]
}


HOMO-LUMO gap, record by record: 4.605 6.319 eV